[1]
ORCA calculation (ωB97M-V/def2-TZVPD) on one molecule with the formula C3H3NOS2 at a distorted geometry.

The SMILES is NC(=O)C(=S)C=S. Its maximum force is 1.51 eV/A. As for the energy relative to the best compared isomer or geometry (same formula, charge and spin): 1.214 eV.

```
10
Properties=species:S:1:pos:R:3:nbo_charge:R:1
C -0.237 0.803 0.156 0.604
C 0.002 -0.712 0.159 -0.208
C 1.396 -1.196 0.338 -0.352
H -1.446 2.212 -0.581 0.412
H -1.829 0.549 -1.032 0.412
H 1.446 -2.100 0.935 0.219
N -1.168 1.240 -0.693 -0.796
O 0.383 1.480 0.956 -0.573
S -1.211 -1.832 0.070 0.101
S 2.663 -0.445 -0.309 0.181
```



[2]
ORCA calculation (ωB97M-V/def2-TZVPD) on one molecule with the formula C3H3NOS2 at a distorted geometry.

The SMILES is O=CC(=S)NC=S. Its maximum force is 3.35 eV/A. As for the energy relative to the best compared isomer or geometry (same formula, charge and spin): 1.501 eV.

```
10
Properties=species:S:1:pos:R:3:nbo_charge:R:1
C -1.380 0.791 0.905 -0.083
C 0.212 -0.087 -0.742 -0.034
C 1.572 -0.892 -0.604 0.397
H -1.416 0.865 2.003 0.198
H 0.329 -0.067 1.254 0.423
H 1.859 -1.361 -1.570 0.149
N -0.251 0.198 0.511 -0.586
O 2.221 -0.957 0.413 -0.506
S -2.713 1.392 0.101 -0.019
S -0.433 0.117 -2.272 0.059
```



[3]
ORCA calculation (ωB97M-V/def2-TZVPD) on one molecule with the formula C3H3NOS2 at a distorted geometry.

The SMILES is S=C1OCC=NS1. Its maximum force is 1.64 eV/A. As for the energy relative to the best compared isomer or geometry (same formula, charge and spin): 1.771 eV.

```
10
Properties=species:S:1:pos:R:3:nbo_charge:R:1
C -0.723 0.104 0.026 -0.031
C 1.246 1.454 0.286 -0.154
C 2.168 0.320 -0.185 0.083
H 1.332 1.710 1.341 0.215
H 1.529 2.294 -0.334 0.217
H 3.180 0.543 -0.528 0.202
N 1.821 -0.899 -0.261 -0.528
O -0.117 1.287 -0.101 -0.481
S -2.353 0.119 -0.089 -0.037
S 0.228 -1.359 0.176 0.514
```



[4]
ORCA calculation (ωB97M-V/def2-TZVPD) on C3H3NS as an isolated structure at a distorted geometry.

Its maximum force is 6.19 eV/A. As for the energy relative to the best compared isomer or geometry (same formula, charge and spin): 1.576 eV.

```
8
Properties=species:S:1:pos:R:3:nbo_charge:R:1
C -0.611 -1.171 0.792 0.156
C 0.521 -0.381 0.484 -0.204
C -0.094 0.945 -0.731 -0.511
N -1.440 -1.934 0.981 -0.233
S 2.070 -0.633 1.038 0.159
H 0.044 0.458 -1.651 0.218
H 0.560 1.685 -0.552 0.208
H -1.050 1.031 -0.362 0.208
```



[5]
ORCA calculation (ωB97M-V/def2-TZVPD) on one molecule with the formula C3H3NS2 at a distorted geometry.

Its maximum force is 5.67 eV/A. As for the energy relative to the best compared isomer or geometry (same formula, charge and spin): 2.122 eV.

```
9
Properties=species:S:1:pos:R:3:nbo_charge:R:1
C 0.417 0.744 -0.061 -0.019
C -0.886 0.417 0.133 -0.454
C 0.351 -1.696 -0.080 -0.313
N 1.217 -0.384 -0.155 -0.437
S 2.826 -0.449 0.055 -0.129
S -1.229 -1.237 0.042 0.581
H 0.961 1.731 -0.350 0.266
H -1.638 1.042 0.072 0.230
H 0.864 -2.602 -0.493 0.276
```



[6]
ORCA calculation (ωB97M-V/def2-TZVPD) on a 2-piece molecular cluster, C3H3NS2 overall at a distorted geometry.

Its maximum force is 4.66 eV/A. As for the energy relative to the best compared isomer or geometry (same formula, charge and spin): 2.718 eV.

```
9
Properties=species:S:1:pos:R:3:nbo_charge:R:1
C -2.351 1.868 -0.432 0.158
C -1.667 -0.088 0.071 -0.226
C -0.199 -0.148 -0.025 -0.671
N -2.715 2.935 -0.620 -0.439
S -2.651 -1.251 -0.688 0.231
S -2.683 -0.726 1.319 0.223
H 0.170 -0.491 -0.997 0.239
H 0.018 -0.914 0.651 0.240
H 0.200 0.752 0.285 0.246
```



Repeat the fifth record exactly.
ORCA calculation (ωB97M-V/def2-TZVPD) on one molecule with the formula C3H3NS2 at a distorted geometry.

Its maximum force is 5.67 eV/A. As for the energy relative to the best compared isomer or geometry (same formula, charge and spin): 2.122 eV.

```
9
Properties=species:S:1:pos:R:3:nbo_charge:R:1
C 0.417 0.744 -0.061 -0.019
C -0.886 0.417 0.133 -0.454
C 0.351 -1.696 -0.080 -0.313
N 1.217 -0.384 -0.155 -0.437
S 2.826 -0.449 0.055 -0.129
S -1.229 -1.237 0.042 0.581
H 0.961 1.731 -0.350 0.266
H -1.638 1.042 0.072 0.230
H 0.864 -2.602 -0.493 0.276
```



Question: Which value of maximum force does entry 4 give?
Answer: 6.19 eV/A